This record from OMol25 describes a cluster of 6 separate species, C28H57FN7O8 in total in a non-equilibrium geometry. The level of theory is ωB97M-V with the def2-TZVPD basis set.

Positions of all 101 atoms, in Å:
C -0.23067 1.23544 3.46009
O 0.44282 0.37681 2.46972
C 0.29857 -1.03909 2.85308
C 0.04086 -1.90617 1.46319
C -1.53288 -2.29270 1.20937
C -2.54352 -0.97350 1.13273
C -3.97898 -1.48543 1.79982
N -3.96566 -1.84112 3.27365
C -5.40170 -2.29065 3.49848
C -5.67408 -2.79150 5.03590
C -6.37388 -4.27479 4.94521
O -5.99594 -5.11855 3.94630
N -6.28857 -2.23176 2.27396
C -7.73950 -2.65079 2.19396
C -8.81730 -1.54864 2.74923
C -8.19138 -0.07811 3.11087
F -9.58212 -2.09673 3.91580
C -5.45360 -1.71300 1.11820
O -5.82781 -1.49521 -0.28826
H -0.35616 2.31020 2.99689
H 0.47368 1.33935 4.38896
H -1.29962 0.85853 3.75936
H 1.34646 -1.40636 3.29137
H -0.49199 -1.24470 3.69316
H 0.52782 -1.41658 0.51308
H 0.61756 -2.93884 1.62412
H -1.87228 -2.98389 2.12167
H -1.73448 -2.93223 0.24183
H -2.66708 -0.73065 -0.02939
H -2.10848 -0.02056 1.65650
H -3.14676 -1.79435 3.93815
H -6.25124 -2.01438 5.70155
H -4.59914 -2.95054 5.52820
H -7.16154 -4.68536 5.70687
H -7.98140 -2.81949 1.04861
H -7.96406 -3.67038 2.73197
H -9.61136 -1.36742 1.87803
H -8.89779 0.40571 3.94302
H -8.20731 0.64054 2.18691
H -7.11756 -0.09070 3.57550
H -5.60027 -0.56547 -0.59596
C 2.44748 3.33120 1.84137
O 2.46341 4.32690 2.55357
N 2.21450 3.32285 0.48275
C 2.21272 2.09805 -0.28976
C 1.96350 4.57745 -0.19507
H 2.62637 2.32473 2.25499
H 2.98485 2.16567 -1.06146
H 1.23247 1.97802 -0.75992
H 2.41483 1.23102 0.34512
H 2.82490 5.23705 -0.05345
H 1.08126 5.05038 0.24668
H 1.79736 4.41311 -1.26310
C 2.36592 2.55585 -3.82631
O 1.47867 2.52950 -2.98310
N 2.48916 3.49359 -4.82913
C 3.57167 3.45421 -5.79013
C 1.50612 4.55221 -4.92620
H 3.16563 1.79677 -3.84430
H 4.14383 4.38345 -5.71643
H 3.14935 3.36113 -6.79478
H 4.23678 2.60725 -5.60052
H 1.50605 5.12444 -3.99362
H 0.51648 4.10718 -5.06652
H 1.73400 5.21538 -5.76498
C 7.17302 1.10536 -5.73643
O 6.56719 2.16558 -5.82484
N 6.74632 -0.10452 -6.24072
C 7.52459 -1.31673 -6.09328
C 5.48020 -0.16720 -6.94033
H 8.14715 1.04007 -5.22372
H 7.76579 -1.70506 -7.08692
H 6.93086 -2.05354 -5.54471
H 8.45272 -1.12563 -5.54765
H 5.51488 0.50845 -7.80024
H 4.68410 0.16179 -6.26570
H 5.27685 -1.18607 -7.28071
C 10.74084 2.53511 -8.28869
O 10.00363 1.62551 -8.64655
N 10.34500 3.66250 -7.60131
C 11.28260 4.69566 -7.21352
C 8.94795 3.82035 -7.25516
H 11.82288 2.51626 -8.50058
H 11.26737 4.79625 -6.12451
H 10.97868 5.63994 -7.67429
H 12.29754 4.44879 -7.53695
H 8.63865 2.97716 -6.63025
H 8.35138 3.81656 -8.17235
H 8.78716 4.75724 -6.71511
C -6.55692 -4.04559 9.09867
O -6.47980 -3.36370 8.08477
N -7.32629 -5.18021 9.24329
C -7.36232 -5.93254 10.48006
C -8.12424 -5.63571 8.12425
H -5.99082 -3.78876 10.00951
H -7.02228 -6.95324 10.28301
H -8.39083 -5.95291 10.85166
H -6.71628 -5.47884 11.23666
H -7.46391 -5.84024 7.27614
H -8.82561 -4.84482 7.84191
H -8.67703 -6.54155 8.38720

Force components x, y, z for each atom (eV/Å):
0.503 1.248 0.130
-2.094 -0.851 1.941
1.584 -0.838 -1.097
0.078 -1.237 0.379
-0.212 -0.036 0.720
-0.625 -1.164 -0.607
-1.728 0.063 -0.829
-6.742 -0.473 -5.218
1.878 0.544 -0.467
-0.119 -0.696 -0.766
1.951 -3.981 -4.586
-2.274 5.552 6.098
4.629 0.798 1.328
-1.637 -0.523 -0.419
-0.468 1.064 -0.551
-0.742 0.229 1.049
2.036 1.016 -2.428
4.496 0.748 3.280
0.738 0.061 3.720
0.365 -2.218 0.797
-1.556 -0.229 -1.481
1.986 0.457 -0.519
-2.250 0.805 -0.834
1.150 0.553 -1.694
-0.997 -0.604 2.099
-1.303 2.162 -0.441
0.738 1.505 -1.932
0.685 1.300 1.916
-0.064 -0.391 2.727
-0.972 -1.937 -0.781
-1.579 -0.170 -1.027
0.926 -1.662 -1.476
-2.402 0.318 -1.126
1.568 1.287 -1.266
0.803 0.415 2.395
0.880 2.030 -0.951
1.556 -0.655 2.186
1.468 -1.117 -1.945
0.062 -1.585 1.663
-2.012 -0.185 -0.989
-0.253 -1.421 1.063
-0.124 0.450 -0.777
-0.132 -0.491 -0.591
0.289 -0.270 1.576
-0.070 0.032 0.153
0.043 0.220 0.175
-0.023 -0.048 -0.154
-0.221 -0.197 0.024
0.331 -0.149 -0.066
-0.006 0.221 0.099
-0.182 0.091 -0.062
0.119 0.131 -0.137
0.021 -0.144 0.249
-0.147 0.878 -0.828
0.191 0.266 -0.832
-0.029 -1.203 1.160
-0.070 0.004 0.031
-0.201 -0.110 0.277
0.039 0.092 -0.114
0.113 -0.174 -0.159
0.190 0.028 -0.028
-0.084 0.244 -0.009
-0.158 0.071 -0.165
0.008 0.228 0.024
0.048 -0.206 0.164
-0.523 -0.776 -0.454
0.000 -0.752 -0.008
0.637 1.306 0.732
-0.127 0.025 -0.116
-0.027 0.336 -0.011
-0.037 -0.127 -0.077
0.102 -0.111 0.165
0.183 -0.096 -0.040
-0.184 0.054 -0.113
-0.178 -0.113 0.041
-0.080 -0.069 -0.191
0.132 0.188 0.116
-0.618 0.426 0.336
0.266 0.703 0.404
0.739 -1.061 -0.757
-0.210 -0.082 -0.021
-0.076 -0.368 -0.071
-0.021 0.108 0.058
0.147 0.165 -0.069
0.188 0.052 0.128
-0.199 -0.025 0.021
-0.129 0.373 -0.167
-0.122 -0.010 0.209
0.127 -0.180 -0.100
-0.654 -0.928 0.140
-0.139 -0.449 -0.013
1.040 1.433 -0.096
-0.095 -0.090 -0.058
0.026 0.266 -0.127
-0.106 -0.094 -0.041
-0.056 0.036 0.214
0.149 -0.108 0.131
-0.102 -0.022 -0.197
-0.191 -0.178 0.060
-0.031 -0.176 -0.103
0.175 0.204 -0.001

Output
LUMO level, eV: -3.403
Total charge: +1
ΔE to the lowest compared entry with this formula, charge and spin, eV: 10.793
Kohn-Sham gap, eV: 6.67
Calculated total energy, Ha: -2185.55856

These are the Mulliken partial charges, in e, on atoms 1 to 99: atom 1 (C): -0.7026, atom 2 (O): -0.2259, atom 3 (C): -0.3540, atom 4 (C): -0.5753, atom 5 (C): -0.6256, atom 6 (C): -0.2880, atom 7 (C): 0.0236, atom 8 (N): 0.0689, atom 9 (C): -0.1221, atom 10 (C): -0.2291, atom 11 (C): 0.0460, atom 12 (O): -0.5104, atom 13 (N): 0.3851, atom 14 (C): -0.6646, atom 15 (C): 0.4138, atom 16 (C): -0.9203, atom 17 (F): -0.3395, atom 18 (C): 0.0077, atom 19 (O): -0.4920, atom 20 (H): 0.2128, atom 21 (H): 0.3173, atom 22 (H): 0.2879, atom 23 (H): 0.3059, atom 24 (H): 0.1785, atom 25 (H): 0.2589, atom 26 (H): 0.3441, atom 27 (H): 0.2283, atom 28 (H): 0.3426, atom 29 (H): 0.3143, atom 30 (H): 0.0725, atom 31 (H): 0.3610, atom 32 (H): 0.3323, atom 33 (H): 0.2934, atom 34 (H): 0.1379, atom 35 (H): 0.3993, atom 36 (H): 0.2413, atom 37 (H): 0.2622, atom 38 (H): 0.3352, atom 39 (H): 0.3009, atom 40 (H): 0.1550, atom 41 (H): 0.3720, atom 42 (C): -0.0130, atom 43 (O): -0.6204, atom 44 (N): 0.1491, atom 45 (C): -0.7232, atom 46 (C): -0.8209, atom 47 (H): 0.3937, atom 48 (H): 0.2990, atom 49 (H): 0.2959, atom 50 (H): 0.1990, atom 51 (H): 0.3116, atom 52 (H): 0.3089, atom 53 (H): 0.1940, atom 54 (C): -0.0086, atom 55 (O): -0.6138, atom 56 (N): 0.1909, atom 57 (C): -0.6814, atom 58 (C): -0.9615, atom 59 (H): 0.4047, atom 60 (H): 0.3701, atom 61 (H): 0.3545, atom 62 (H): -0.0209, atom 63 (H): 0.2537, atom 64 (H): 0.2978, atom 65 (H): 0.3956, atom 66 (C): 0.0596, atom 67 (O): -0.5659, atom 68 (N): 0.1482, atom 69 (C): -0.9462, atom 70 (C): -0.8492, atom 71 (H): 0.3771, atom 72 (H): 0.3445, atom 73 (H): 0.3564, atom 74 (H): 0.2922, atom 75 (H): 0.2853, atom 76 (H): 0.2083, atom 77 (H): 0.3792, atom 78 (C): 0.0961, atom 79 (O): -0.5720, atom 80 (N): 0.1703, atom 81 (C): -0.9130, atom 82 (C): -0.7303, atom 83 (H): 0.2672, atom 84 (H): 0.3245, atom 85 (H): 0.3243, atom 86 (H): 0.2990, atom 87 (H): 0.0162, atom 88 (H): 0.2835, atom 89 (H): 0.3808, atom 90 (C): 0.1039, atom 91 (O): -0.5559, atom 92 (N): 0.1318, atom 93 (C): -0.9220, atom 94 (C): -0.8912, atom 95 (H): 0.2792, atom 96 (H): 0.3385, atom 97 (H): 0.3380, atom 98 (H): 0.2887, atom 99 (H): 0.2312